Density functional theory data (ωB97M-V/def2-TZVPD) for 3 unconnected molecules or ions with the total composition C6H20N2O2.

Last column: Löwdin charge in e.
CARTESIAN COORDINATES (ANGSTROEM)
C 0.212168 0.378536 -1.508679  -0.234
N 1.510353 0.989451 -1.110521  -0.072
C 1.325128 2.134620 -0.125606  -0.250
N 1.333646 1.621978 1.302241  -0.006
C 0.192334 -1.190029 -1.271369  -0.184
C 0.068818 -1.546981 0.185649  -0.407
C -1.171193 -2.311100 0.612622  -0.076
C 1.511642 -2.040910 0.623025  -0.054
H 0.072063 0.459889 -2.600962  0.093
H -0.737571 0.930116 -1.164588  0.099
H 2.141559 0.170468 -0.785915  0.108
H 0.359886 2.516005 -0.338315  0.059
H 2.160038 2.891014 -0.385209  0.123
H 1.879120 2.339224 1.865982  0.094
H 1.912234 0.818328 1.362066  0.020
H 1.075659 -1.569048 -1.776034  0.101
H -0.660189 -1.633707 -1.806877  0.107
H -0.182004 -0.609061 0.869383  0.146
H -1.576051 -1.936187 1.523177  0.066
H -1.952379 -2.206478 -0.181147  0.086
H -1.008843 -3.310330 0.701796  0.035
H 1.514482 -2.356176 1.610693  0.046
H 2.228345 -1.200253 0.467239  0.054
H 1.884002 -2.768125 -0.076790  0.068
H -0.701804 2.482984 1.947605  0.079
H -1.817403 2.586092 0.782091  -0.002
O -1.708871 2.774133 1.730850  -0.142
H -3.519799 0.132861 -0.123325  0.098
H -3.351215 1.154611 -1.336120  0.055
O -2.994157 0.298075 -0.992960  -0.112

Forces on the atoms, in the same order (eV/Å):
-0.91 -0.72 -1.15
-0.48 -0.64 1.29
2.83 -2.24 -0.64
0.55 3.20 0.09
-1.54 1.92 -0.42
1.13 2.17 2.57
-0.74 1.29 -2.04
-1.20 1.67 -1.80
0.42 0.20 0.06
1.66 -1.02 0.36
-1.27 2.43 -0.40
-0.69 0.73 -0.20
-1.37 -0.98 0.84
-1.01 -1.07 -0.70
0.44 -0.96 -0.14
0.32 -0.22 0.19
0.15 0.37 -0.10
1.34 -1.00 -1.91
-0.27 0.20 0.76
0.46 0.08 0.64
0.45 -3.17 0.37
0.35 -0.76 1.89
-0.52 -0.46 0.52
-0.07 -0.83 -0.03
-3.37 0.70 -1.01
0.24 -0.03 0.55
3.21 -0.91 0.39
1.38 0.52 -2.31
0.31 -1.10 0.47
-1.81 0.61 1.86

- E_LUMO: 0.535 eV
- Frontier orbital gap: 0.337 Ha
- Structure (SMILES): CC(C)CCNCN.O.O
- Maximum force: 3.664 eV Å⁻¹
- ΔE to the lowest compared entry with this formula, charge and spin: 62.05 kcal per mole
- HOMO level: -8.62 eV

***

Density functional theory data (ωB97M-V/def2-TZVPD) for C4H9ClS in the gas phase.

Last column: Löwdin charge in e.
CARTESIAN COORDINATES (ANGSTROEM)
C 1.947124 0.888810 -0.103256  -0.456
C 0.563107 1.278998 -0.544429  -0.326
C -0.632525 1.287896 0.614819  -0.281
C -1.881073 0.736209 -0.001350  -0.637
H 2.467963 -1.359287 1.165399  -0.170
H 2.197179 1.344932 0.887008  0.093
H 2.671086 1.006840 -0.894923  0.049
H 0.481042 2.319712 -0.844774  0.088
H 0.106234 0.696103 -1.443059  0.115
H -0.805027 2.267605 1.229955  0.136
H -0.298315 0.552686 1.378202  0.072
H -2.665307 0.912100 0.751307  0.074
H -2.084811 1.080247 -0.976369  0.053
S 1.762300 -1.036957 0.052827  0.632
Cl -1.779215 -1.022418 -0.111334  0.558

Forces on the atoms, in the same order (eV/Å):
-0.88 -1.95 0.92
-3.37 0.92 0.25
2.56 -0.19 0.20
-0.45 -0.05 2.43
-0.03 0.45 -0.35
0.08 -0.43 -1.03
0.34 0.41 0.17
0.69 0.28 -0.47
1.24 0.61 1.59
0.44 -1.40 -1.70
-0.27 0.41 -0.28
-0.25 0.12 -0.87
-0.49 0.71 -0.92
0.51 0.88 0.35
-0.11 -0.77 -0.30

- E_LUMO: 0.915 eV
- Frontier orbital gap: 0.361 Ha
- Structure (SMILES): SCCCCCl
- Maximum force: 3.499 eV Å⁻¹
- ΔE to the lowest compared entry with this formula, charge and spin: 27.80 kcal per mole
- HOMO level: -8.91 eV

***

Density functional theory data (ωB97M-V/def2-TZVPD) for a molecular structure, C17H37As2GeO6PdSSeSi2.

Last column: Löwdin charge in e.
CARTESIAN COORDINATES (ANGSTROEM)
Pd -0.951916 -0.150905 -0.400449  0.324
O 0.578075 -0.833674 -4.750124  -0.273
As -0.427182 -1.134677 -3.296119  0.844
O -1.880296 -0.401641 -3.441657  -0.480
O 0.521602 -0.615040 -2.034985  -0.595
C -0.443305 -3.076724 -3.460386  -0.215
C -0.229171 -3.592237 -4.736851  -0.094
C -0.224020 -4.961146 -4.963533  -0.092
C -0.429802 -5.837324 -3.908671  -0.089
C -0.647839 -5.336486 -2.634735  -0.067
C -0.656394 -3.967968 -2.409226  -0.249
S -0.978331 -3.408728 -0.735395  0.451
O -1.827059 -2.223771 -0.971384  -0.439
O -1.681081 -4.493066 -0.083247  -0.326
O 0.300965 -3.074882 -0.130996  -0.357
H 1.004212 0.019387 -4.612821  0.020
H -0.056793 -2.913407 -5.560286  0.093
H -0.059312 -5.337644 -5.965726  0.095
H -0.429944 -6.907612 -4.074973  0.096
H -0.837347 -5.995274 -1.797905  0.106
C 2.794924 3.682666 2.202008  -0.224
Ge 3.324633 1.970044 2.976755  0.740
C 5.120885 2.153836 3.759336  -0.233
C 2.081305 1.405019 4.380658  -0.227
C 3.537897 0.681701 1.484795  -0.560
Se 1.961704 -0.135945 0.659217  0.814
C 1.683093 -1.531718 1.966774  -0.344
H 2.576403 4.411599 2.983618  0.022
H 1.903827 3.553060 1.589886  -0.041
H 3.596897 4.077904 1.576577  0.022
H 5.120881 2.930029 4.526398  0.013
H 5.852752 2.426822 2.998299  0.014
H 5.439857 1.218888 4.222089  0.015
H 2.456373 1.758526 5.343251  0.014
H 1.976375 0.323928 4.439952  0.001
H 1.094187 1.829650 4.206781  -0.001
H 4.191689 -0.144504 1.769564  0.016
H 4.036528 1.217205 0.674546  0.013
H 1.410938 -1.083112 2.917379  0.007
H 2.600137 -2.113463 2.034503  0.040
H 0.883724 -2.143917 1.556249  -0.008
C -3.174927 1.336599 2.092813  -0.277
Si -2.731702 -0.182886 1.045017  0.353
C -2.595957 -1.613751 2.258343  -0.208
C -4.139888 -0.424832 -0.194585  -0.208
As -0.024628 1.249762 1.204185  0.687
Si -0.683543 2.487191 -0.876065  0.259
C -0.638981 4.223820 -0.122527  -0.266
C -2.398749 2.359642 -1.636877  -0.221
C 0.597122 2.426504 -2.255173  -0.219
H -4.185408 1.206409 2.494926  0.025
H -3.174862 2.262584 1.511672  0.003
H -2.493808 1.462679 2.936659  -0.003
H -3.556308 -1.748160 2.767730  0.026
H -1.843795 -1.384099 3.017566  0.017
H -2.333842 -2.551110 1.768009  0.008
H -4.760665 -1.267686 0.121654  0.029
H -3.765982 -0.647281 -1.194364  0.008
H -4.766599 0.469177 -0.241887  0.019
H -1.391676 4.342779 0.661318  0.017
H -0.857979 4.958659 -0.905667  0.023
H 0.333912 4.462249 0.308475  -0.006
H -3.192653 2.405643 -0.888876  0.009
H -2.505209 1.449988 -2.232107  -0.003
H -2.515649 3.226297 -2.299263  0.033
H 1.492351 1.869060 -1.984701  0.007
H 0.869997 3.447594 -2.539361  0.024
H 0.149358 1.927767 -3.116078  0.012

Forces on the atoms, in the same order (eV/Å):
-0.53 -0.59 -0.13
-0.06 0.01 0.01
-0.07 -0.23 -0.10
-0.11 0.05 -0.14
0.22 0.13 0.26
0.04 0.00 -0.12
0.01 -0.02 -0.01
0.00 -0.02 0.05
0.01 0.04 -0.03
-0.01 -0.05 0.03
0.06 0.08 0.09
-0.05 -0.16 -0.09
0.02 0.16 0.07
-0.03 0.02 -0.03
-0.02 -0.11 -0.14
0.02 0.01 0.02
0.00 0.01 0.01
0.00 -0.01 0.00
0.00 0.00 -0.01
0.00 0.00 0.00
0.04 0.00 0.04
0.04 -0.08 -0.12
-0.06 -0.01 0.01
0.05 0.05 0.02
-0.04 0.16 0.23
0.12 0.19 -0.34
-0.06 0.13 0.11
0.00 0.00 0.01
0.00 -0.01 0.02
0.01 0.00 -0.01
0.00 0.00 0.00
-0.01 0.00 -0.02
0.00 -0.01 0.00
-0.02 0.02 0.00
0.05 -0.03 -0.01
-0.02 -0.01 -0.03
-0.03 -0.02 0.02
-0.02 -0.01 -0.03
0.01 -0.04 0.03
0.03 0.01 0.02
0.01 0.01 0.04
-0.06 -0.05 0.00
0.07 0.10 -0.02
-0.04 0.11 -0.01
0.01 0.03 0.12
0.18 0.11 0.10
0.30 -0.13 0.12
-0.10 0.09 -0.11
0.06 0.05 0.07
-0.03 0.08 0.08
-0.01 0.00 0.00
0.02 0.00 -0.02
0.00 0.01 0.01
0.00 -0.01 0.00
0.02 -0.03 -0.02
0.01 0.00 -0.02
0.00 -0.01 -0.01
0.01 0.00 0.00
0.00 0.00 -0.01
0.01 -0.02 0.03
-0.02 0.02 0.02
0.02 -0.01 -0.01
0.00 -0.02 0.00
0.00 -0.01 -0.01
-0.01 0.00 -0.01
0.01 0.00 0.00
0.02 -0.01 0.00
-0.01 -0.01 0.01

- E_LUMO: 2.163 eV
- Frontier orbital gap: 0.249 Ha
- Net charge: -1
- Maximum force: 0.807 eV Å⁻¹
- ΔE to the lowest compared entry with this formula, charge and spin: 12.27 kcal per mole
- HOMO level: -4.61 eV

***

Density functional theory data (ωB97M-V/def2-TZVPD) for a molecular structure, C29H21N6O3Rb.

Last column: Löwdin charge in e.
CARTESIAN COORDINATES (ANGSTROEM)
Rb 2.494445 1.883480 -2.583249  1.010
C -2.981010 -6.074133 8.293636  -0.110
O -3.147662 -6.297477 6.914434  -0.098
C -2.538375 -5.412351 6.060694  -0.292
C -1.781316 -4.327169 6.470502  -0.035
C -1.208767 -3.492782 5.511699  -0.032
C -1.377937 -3.716958 4.152371  -0.152
C -2.149547 -4.823130 3.764399  -0.018
C -2.718550 -5.656396 4.698882  -0.009
C -0.797195 -2.861538 3.118154  -0.303
N -0.939043 -3.052466 1.828649  0.178
C -0.244389 -2.028295 1.221278  -0.168
C 0.323777 -1.208885 2.169613  -0.134
N -0.037897 -1.751643 3.382489  0.168
C 1.108844 -0.047000 1.881211  -0.119
C 1.674486 0.797314 2.809083  -0.083
C 2.417485 1.903812 2.385817  -0.112
C 2.540383 2.081025 0.994058  -0.187
N 2.018622 1.314570 0.069154  -0.008
C 1.282547 0.219169 0.470923  -0.176
C 0.713991 -0.598189 -0.511076  -0.180
N 0.931968 -0.255479 -1.822602  -0.018
C 0.386541 -1.009204 -2.757390  -0.188
C -0.395275 -2.144804 -2.536179  -0.107
C -0.620637 -2.513782 -1.199480  -0.065
C -0.080416 -1.760166 -0.187613  -0.117
H -3.524872 -6.869205 8.798027  0.086
H -3.387970 -5.104453 8.598614  0.091
H -1.926521 -6.111971 8.585628  0.091
H -1.625450 -4.114789 7.518479  0.095
H -0.619327 -2.650832 5.855164  0.102
H -2.274684 -4.990197 2.702689  0.110
H -3.314555 -6.512276 4.408134  0.114
H 0.214541 -1.389157 4.282231  0.134
H 1.533987 0.584621 3.868035  0.087
H 2.891873 2.588412 3.073781  0.068
H 3.132503 2.919393 0.627375  0.103
H 0.582691 -0.695953 -3.782582  0.103
H -0.797926 -2.701712 -3.370545  0.071
H -1.212321 -3.379951 -0.920655  0.095
O 2.104219 2.396870 -5.207563  -0.174
C 1.560237 3.207333 -5.978855  -0.428
C 1.713512 3.048056 -7.418923  -0.042
C 1.150912 3.869660 -8.347631  -0.153
C 0.358360 4.962482 -7.945280  -0.165
C 0.187833 5.152699 -6.589704  -0.104
C 0.739598 4.343589 -5.586199  -0.086
C 0.461014 4.683327 -4.184884  -0.275
N 0.863275 4.107581 -3.064442  0.012
C 0.312299 4.832776 -2.030000  -0.163
C -0.434603 5.858228 -2.509711  -0.133
N -0.337669 5.761601 -3.879978  0.066
H 2.333962 2.200914 -7.691781  0.097
H 1.314472 3.684173 -9.406445  0.080
H -0.100262 5.632885 -8.660407  0.066
H -0.426052 6.006065 -6.311157  0.078
H 0.486681 4.566266 -0.999332  0.094
H -1.011451 6.626910 -2.024953  0.085
H -0.778620 6.374327 -4.537187  0.114
O 4.955258 1.944822 -2.469383  -0.964

Forces on the atoms, in the same order (eV/Å):
0.53 0.13 -0.56
0.03 0.05 0.01
0.00 -0.01 -0.02
0.00 0.00 0.02
-0.01 -0.01 -0.05
0.03 0.05 0.00
-0.06 -0.08 0.02
0.09 0.12 -0.07
-0.02 -0.03 0.08
0.00 0.03 0.08
0.03 0.04 -0.05
-0.06 -0.09 0.01
-0.02 -0.03 0.13
-0.01 -0.03 -0.11
0.02 0.03 -0.43
-0.09 -0.15 0.29
-0.04 -0.05 -0.33
0.17 0.15 0.28
-0.16 -0.01 0.67
0.08 0.19 0.67
-0.26 -0.38 -0.30
-0.51 -0.62 -0.07
-0.01 -0.05 -0.07
0.03 0.04 0.24
-0.09 -0.13 -0.07
0.24 0.34 0.07
0.01 0.01 0.03
-0.03 -0.02 -0.01
0.00 -0.04 -0.01
0.01 0.01 -0.01
-0.01 -0.01 0.02
-0.04 -0.05 0.02
0.01 0.01 -0.04
0.00 0.00 0.01
0.06 0.09 0.00
0.00 0.00 0.03
-0.01 -0.03 -0.03
0.01 0.02 0.01
-0.03 -0.04 0.02
-0.01 -0.01 -0.14
-0.17 0.01 0.08
-0.22 0.21 -0.40
0.14 -0.16 0.34
-0.11 0.16 -0.12
0.12 -0.17 0.05
-0.11 0.16 0.09
0.06 -0.05 -0.13
-0.08 0.12 -0.08
-0.31 0.43 -0.20
0.09 -0.15 -0.08
-0.04 0.07 -0.02
-0.01 0.00 0.14
-0.03 0.04 -0.13
0.01 -0.02 0.01
0.00 0.00 -0.02
0.01 -0.01 0.00
0.03 -0.06 -0.02
0.00 0.00 0.00
0.03 -0.04 0.00
0.72 0.05 0.15

- E_LUMO (spin up / spin down): 3.135 / 3.135 eV
- Frontier orbital gap (spin up / spin down): 0.167 / 0.093 Ha
- Net charge: -2
- Maximum force: 0.803 eV Å⁻¹
- ΔE to the lowest compared entry with this formula, charge and spin: 1.37 kcal per mole
- HOMO level (spin up / spin down): -1.42 / 0.62 eV

***

Density functional theory data (ωB97M-V/def2-TZVPD) for 2 unconnected molecules or ions with the total composition C2H3F2N.

Last column: Löwdin charge in e.
CARTESIAN COORDINATES (ANGSTROEM)
C 0.855640 -0.074213 -0.096534  -0.222
C -1.561398 0.432348 0.046940  0.066
N 2.016773 0.282860 -0.430680  0.075
F 0.682634 -1.311303 0.567868  -0.093
F -2.218962 -0.738330 -0.231290  -0.019
H -1.180817 1.111892 -0.769279  0.085
H -1.365329 0.621638 1.092880  0.068
H 2.771458 -0.324891 -0.179902  0.039

Forces on the atoms, in the same order (eV/Å):
0.79 -1.17 0.58
2.68 -1.50 -1.54
-3.19 0.88 0.01
-0.03 0.83 -0.44
1.31 2.53 0.35
-1.45 -0.92 0.77
-0.47 0.02 0.01
0.36 -0.68 0.26

- E_LUMO (spin up / spin down): -1.232 / -0.699 eV
- Frontier orbital gap (spin up / spin down): 0.303 / 0.335 Ha
- Maximum force: 3.439 eV Å⁻¹
- ΔE to the lowest compared entry with this formula, charge and spin: 82.69 kcal per mole
- HOMO level (spin up / spin down): -9.47 / -9.82 eV

***

Density functional theory data (ωB97M-V/def2-TZVPD) for a molecular structure, C9H28NO8V.

Last column: Löwdin charge in e.
CARTESIAN COORDINATES (ANGSTROEM)
O 2.100194 -1.656597 2.298436  -0.339
V 0.707248 -0.943617 2.248694  0.876
O 0.874807 0.379334 3.056223  -0.303
C -0.588324 -1.885698 -1.117684  -0.047
C -0.639202 -0.412002 -1.478804  -0.520
C -2.110443 -0.091672 -1.736497  -0.154
C -2.395831 1.396812 -1.941337  -0.172
C -1.826794 2.202612 -0.778739  -0.129
C -0.374467 1.874963 -0.365936  -0.505
N -0.249885 0.403621 -0.343163  -0.176
O 0.906648 -0.050790 0.292531  -0.250
C -0.219379 2.459546 1.019603  -0.043
C 0.653680 2.522452 -1.295463  -0.017
C 0.156180 -0.194412 -2.778389  -0.017
H -1.132548 -2.092487 -0.196934  0.054
H 0.445067 -2.205762 -0.942372  0.088
H -0.886371 -2.505034 -1.965185  0.090
H -2.798720 -0.444151 -0.952581  0.112
H -2.475932 -0.662495 -2.601037  0.123
H -3.465556 1.576623 -2.049973  0.111
H -1.914407 1.660454 -2.887873  0.101
H -2.449684 2.032638 0.105880  0.114
H -1.849628 3.257522 -1.064980  0.123
H 0.750079 2.432034 1.513102  0.068
H -0.917062 2.063128 1.763736  0.079
H -0.428761 3.535431 0.983619  0.100
H 1.640721 2.247346 -0.920166  0.071
H 0.665082 3.614756 -1.190007  0.091
H 0.519330 2.323455 -2.351311  0.065
H -0.194038 0.691263 -3.302896  0.057
H 0.015304 -1.049666 -3.440091  0.083
H 1.213627 -0.047077 -2.564649  0.094
O -0.073692 -2.031184 4.074471  -0.046
H -0.560272 -2.825447 3.821308  0.064
H -0.181388 -1.936934 5.024324  0.095
O -1.539934 -0.497170 1.858271  -0.069
H -2.295916 -1.021602 1.578307  0.074
H -1.544432 0.302448 1.296685  0.038
O 4.005742 -2.612902 -0.156102  -0.064
H 4.203260 -2.151097 0.666969  0.023
H 4.464883 -3.455388 -0.092223  0.026
O 0.097768 -3.346776 1.672328  -0.065
H 0.940880 -3.808826 1.764313  0.075
H -0.445626 -3.891878 1.093329  0.073
O 3.120940 1.912687 1.050106  -0.070
H 3.759054 1.546960 0.430421  0.037
H 2.317798 1.384579 0.901738  -0.021

Forces on the atoms, in the same order (eV/Å):
0.96 -0.65 -0.03
-0.64 1.49 -1.87
-0.01 0.43 0.63
1.32 -0.41 0.12
-0.73 0.07 -0.35
-1.35 0.11 -0.45
0.80 -0.57 -0.15
0.11 0.03 -0.48
-0.14 -0.35 -0.95
-0.59 0.12 1.52
0.11 -0.71 1.24
0.16 0.82 1.06
0.42 0.85 0.56
0.05 0.11 0.10
-0.30 -0.06 -0.21
-0.01 0.25 0.16
-0.60 0.12 0.13
0.56 -0.08 0.39
0.31 0.13 -0.16
0.00 0.02 -0.02
-0.14 0.41 0.08
-0.15 0.20 -0.07
-0.16 0.08 0.39
0.17 -0.42 -0.42
-0.07 -0.15 -0.19
-0.20 -0.09 -0.25
0.05 -0.29 -0.49
-0.34 -0.06 0.06
0.07 -0.26 -0.01
0.04 -0.05 -0.11
0.13 0.00 -0.04
0.05 -0.21 0.01
-0.41 -0.46 -0.44
0.15 -0.02 -0.05
0.17 0.45 -0.05
-0.11 -0.39 0.77
0.08 -0.03 -0.07
0.41 -0.34 -0.44
0.05 -0.08 -0.06
-0.21 -0.01 0.03
0.06 0.06 0.03
-0.31 -0.24 0.27
0.13 0.30 -0.06
0.02 0.15 -0.10
-0.04 0.02 -0.07
-0.01 -0.04 0.03
0.14 -0.24 0.01

- E_LUMO: -0.356 eV
- Frontier orbital gap: 0.249 Ha
- Maximum force: 2.476 eV Å⁻¹
- ΔE to the lowest compared entry with this formula, charge and spin: 0.00 kcal per mole
- HOMO level: -7.13 eV